[1]
DFT (wB97M-V/def2-TZVPD) results for a 4-piece molecular cluster, C30H64Br2N4O4P2 overall in a non-equilibrium geometry.

Computed properties:
Charge   +1
Multiplicity   4
Expectation value of S²   3.7625
Calculated total energy   -7531.75548 hartree

```
106
Properties=species:S:1:pos:R:3:forces:R:3:lowdin_spin:R:1
C 8.49801 -1.32980 -1.79922 0.0 0.1 0.5 0.0259
P -6.85351 -1.73652 1.49114 -0.4 0.8 0.9 0.0002
H 8.55556 -2.66481 -0.03727 0.0 0.0 0.0 0.0000
C 7.62119 -3.89495 -2.99187 0.2 0.0 -0.1 0.0171
H 9.72453 -4.26739 -3.18421 0.0 0.0 0.0 0.0007
C 8.65650 -1.61549 -0.30010 -0.1 0.0 0.0 0.0027
H -8.04762 3.45023 5.77184 0.0 -0.1 0.0 -0.0005
C 8.81962 0.13993 -2.01733 0.1 0.1 -0.1 -0.0010
C 2.10948 0.74909 -3.79490 -0.1 -0.4 -0.4 0.0256
C -5.15171 4.22256 2.82775 0.1 0.5 0.3 0.0262
H 4.07443 0.01455 -3.35740 0.1 0.1 0.0 0.0018
H 10.46161 -2.05914 -2.22795 0.0 0.0 0.0 0.0018
H -7.51812 1.21322 5.53137 0.0 0.0 0.0 -0.0004
C 9.44771 -2.21566 -2.60097 0.1 -0.2 -0.2 0.0165
C 5.31242 -3.00414 -3.15662 -0.1 0.0 -0.1 -0.0015
H 4.58808 -2.28084 -2.77784 0.0 0.0 0.0 0.0001
C 1.87089 0.84331 -0.82507 0.3 0.0 0.0 0.0161
C -7.66710 3.89760 2.29556 0.1 0.0 0.1 0.0010
H 1.60666 1.86521 -5.58063 0.0 0.0 0.0 0.0000
Br -6.96699 -5.19922 0.97645 -0.1 -0.1 -0.1 0.0000
H 2.16515 1.88406 -0.66251 0.0 0.0 -0.1 0.0021
H -8.33883 3.75084 1.44805 0.0 0.0 0.0 0.0008
H -6.25470 5.16828 1.25943 0.0 0.0 -0.1 0.0018
H 9.80227 0.34696 -1.59455 0.0 0.0 0.0 -0.0004
H 8.83430 0.39991 -3.07202 0.0 0.0 0.0 -0.0005
N 7.09836 -1.57246 -2.29222 0.5 -0.3 -0.6 0.3847
H 8.08771 0.77557 -1.51838 0.0 0.0 0.0 0.0002
H -4.12885 5.94024 3.69259 0.0 0.0 -0.1 -0.0001
N 0.95951 1.36019 -3.04875 0.6 0.3 0.4 0.3805
H -3.66530 5.03964 1.54868 0.0 0.0 0.0 -0.0004
H -0.10311 2.71558 -0.92347 0.0 0.0 0.0 -0.0005
Br -1.44459 -3.29725 0.48788 0.0 0.0 0.0 0.0000
H 9.43833 -1.88935 -3.64509 -0.1 0.0 0.0 0.0021
H 3.77152 1.62891 -2.75661 -0.1 0.0 0.0 0.0015
C 6.21153 -3.46850 -0.89756 0.0 0.2 0.0 0.0039
H 5.12828 -3.48840 -0.78044 0.0 0.0 0.0 -0.0001
H -7.39903 1.77320 2.54215 0.1 0.0 0.0 0.0023
H 7.31212 -4.92839 -2.82666 0.0 0.0 0.0 0.0018
C 1.71688 -0.62330 -4.40147 -0.2 0.1 0.1 0.0041
H -5.97897 -0.97686 0.70075 0.1 0.0 -0.2 0.0002
C 3.32478 0.63663 -2.86503 0.2 0.0 0.3 0.0174
C -4.12737 -3.79767 0.93211 0.3 -0.1 0.3 0.0000
C -6.55911 1.41961 5.05578 0.0 -0.3 0.1 -0.0010
H 0.78187 -1.01126 -4.01251 0.0 0.0 0.0 0.0011
H -7.03999 -1.69973 3.65742 -0.2 0.3 0.3 0.0000
H 2.49075 -1.37234 -4.22927 0.0 0.0 0.0 -0.0001
H -2.25471 -1.22456 2.23266 0.0 0.0 0.0 0.0000
H -2.99831 4.00958 2.82391 0.0 0.0 0.0 0.0000
H -3.49538 -1.82540 3.29852 -0.2 0.0 0.0 0.0000
H -7.85178 -2.12010 0.58725 0.1 -0.2 -0.3 0.0000
N -7.31303 -1.15945 2.84731 0.3 -0.6 -0.5 0.0002
C 0.61484 0.81844 -1.69303 -0.3 -0.3 0.0 0.0258
H 2.82955 -0.98435 -1.50445 -0.1 0.0 0.0 0.0003
C -3.81627 4.11871 2.11228 0.2 0.0 -0.1 -0.0015
H -7.32984 4.76592 4.86995 0.0 0.0 0.0 0.0000
H -3.78595 3.28139 1.42222 0.0 -0.1 0.0 -0.0002
C 0.04940 -0.60449 -1.75034 0.0 -0.1 -0.1 0.0029
H 9.65576 -1.30552 0.00362 0.0 0.0 0.0 -0.0005
H -5.59481 -4.72810 3.62663 0.0 -0.1 0.3 0.0000
H -8.64394 2.44559 3.58089 0.0 0.0 0.0 0.0018
H 7.93419 -1.04188 0.28196 0.0 0.0 0.0 0.0011
C -7.65532 2.63964 3.16038 -0.1 0.0 -0.3 0.0173
H 3.23234 1.16123 -5.54967 0.0 0.0 0.0 -0.0004
C 2.47405 1.66690 -4.95141 0.1 0.1 -0.1 -0.0015
C -0.46326 1.70636 -1.09750 -0.1 0.2 0.1 -0.0011
H 6.58550 -4.47432 -0.70568 0.0 0.0 0.0 -0.0001
H 4.87999 -4.00287 -3.08095 0.0 0.0 0.0 -0.0004
H 6.58653 -2.81877 -0.11544 0.0 0.0 0.0 0.0011
H -5.45648 5.40503 4.67301 0.0 0.0 0.0 0.0010
C 3.03366 0.09030 -1.46770 -0.1 0.0 -0.1 0.0010
C -6.65421 2.73661 4.30867 -0.1 0.3 0.5 0.0264
H -1.32862 1.76326 -1.75949 0.0 0.0 0.0 0.0001
O -4.72144 1.97586 3.27860 0.2 0.0 0.2 0.4987
H -6.38438 3.93279 6.10582 0.0 0.0 0.0 0.0010
H -4.20737 -3.30754 -0.03925 -0.1 0.1 -0.1 0.0000
O -5.60121 -3.81220 3.31847 0.0 0.2 -0.4 0.0000
C 9.06432 -3.69159 -2.53413 -0.1 0.0 0.1 0.0009
H -3.97202 -4.86171 0.74955 0.0 -0.1 -0.1 0.0000
C 6.58456 -2.98192 -2.32092 -0.3 -0.1 0.5 0.0260
H 0.77409 -1.35250 -2.06249 0.0 0.0 0.0 0.0000
H -0.28973 -0.89016 -0.75439 0.0 0.1 0.0 -0.0004
H -0.77985 1.28243 -0.14308 0.0 0.0 0.0 -0.0004
H -5.77808 6.29769 3.19423 0.0 0.0 0.0 -0.0001
H 5.50199 -2.78420 -4.20371 0.0 0.0 0.0 -0.0002
O 0.95848 2.64128 -3.07426 -0.3 0.0 -0.2 0.5211
H -8.06746 4.74736 2.85285 0.0 0.0 0.0 0.0003
H 3.92753 0.20569 -0.85255 0.0 0.0 0.0 0.0010
H 7.57758 -3.72462 -4.07160 0.0 0.1 0.0 0.0017
C -5.13958 5.53862 3.64580 0.0 -0.1 0.1 0.0042
O 6.83737 -0.92079 -3.36412 -0.3 0.2 0.2 0.5152
H -2.66551 -3.88073 2.52605 -0.1 -0.1 0.1 0.0000
H -3.89539 -1.23426 1.66605 -0.1 0.1 -0.1 0.0001
H -0.80680 -0.65740 -2.42551 0.0 0.0 0.0 0.0013
H 1.62480 0.42550 0.15454 0.0 0.0 0.0 0.0018
C -2.95196 -3.20937 1.72382 0.1 0.1 -0.1 0.0000
H 2.87564 2.61752 -4.61214 0.0 0.0 0.0 -0.0002
H -6.32837 0.59789 4.38561 0.0 0.0 0.0 -0.0005
H -5.79374 1.46191 5.83165 0.0 0.1 0.0 0.0002
H 9.21228 -4.08705 -1.52599 0.0 0.0 0.0 0.0003
H 1.57884 -0.53109 -5.47754 0.1 0.0 0.0 -0.0001
H -6.00882 3.45166 1.01826 0.0 -0.1 0.1 0.0017
C -3.17679 -1.79898 2.25821 0.2 0.0 -0.1 0.0000
C -7.12173 3.79740 5.31434 0.1 0.0 0.0 0.0026
C -6.26611 4.20484 1.77016 -0.2 -0.1 -0.1 0.0181
N -5.30202 3.02894 3.72554 -0.4 -0.3 -0.7 0.3985
P -5.71813 -3.64225 1.74755 0.0 -0.2 -0.1 0.0000
```
Forces are in eV/Å.

=====

[2]
DFT (wB97M-V/def2-TZVPD) results for C4H13BrCdNO2 as an isolated structure in a non-equilibrium geometry.

Computed properties:
Multiplicity   2
Expectation value of S²   0.7546
Calculated total energy   -3107.14084 hartree

```
22
Properties=species:S:1:pos:R:3:forces:R:3:lowdin_spin:R:1
H 19.28708 -15.79679 -28.26198 -0.2 -0.1 -0.3 0.0000
H 20.92413 -17.38077 -29.09026 0.0 0.8 -1.1 0.0000
Br 16.79339 -10.96135 -26.98120 -0.2 0.6 -0.3 0.2556
Cd 15.64331 -8.77749 -27.72065 0.2 -0.4 0.2 0.7199
C 19.63210 -14.18484 -26.88710 1.1 0.3 0.7 0.0008
H 19.80083 -16.33687 -26.66622 -0.2 -0.1 0.3 0.0000
H 19.85075 -13.47610 -27.68583 0.0 0.1 -0.3 0.0005
H 17.85387 -13.18750 -26.54065 0.5 0.4 0.4 0.0086
N 18.23568 -14.12022 -26.47465 -0.5 -0.4 0.0 0.0076
O 21.30590 -15.68506 -27.87839 0.1 0.1 -0.2 0.0001
C 21.67529 -16.94887 -28.42895 -0.9 0.1 0.7 0.0000
H 20.06396 -12.98412 -25.08366 -0.4 -0.1 0.0 0.0002
H 21.40825 -13.19176 -26.11242 0.3 -0.4 0.0 0.0000
H 22.67470 -16.80993 -28.84122 -0.3 -0.3 -0.1 0.0000
H 16.31328 -12.66326 -23.59300 0.2 -0.1 0.1 0.0002
H 16.01593 -11.84555 -24.83189 0.1 0.2 -0.3 0.0019
H 20.90663 -14.52686 -25.02991 -0.1 -0.2 -0.2 0.0000
H 17.61095 -14.58574 -27.11738 0.1 -0.6 -0.2 0.0004
H 21.60723 -17.77186 -27.71750 0.8 0.2 1.0 0.0000
C 20.56086 -13.73650 -25.69614 -0.4 0.3 -0.8 0.0003
C 19.96426 -15.58195 -27.43531 0.1 -0.1 0.3 0.0003
O 15.61529 -12.45815 -24.21508 -0.3 -0.1 0.2 0.0033
```
Forces are in eV/Å.

=====

[3]
DFT (wB97M-V/def2-TZVPD) results for C22H41BHfN7P as an isolated structure in a non-equilibrium geometry.

Computed properties:
Charge   +2
Energy above the lowest of the compared OMol25 structures with the same formula, charge and spin   41.5 kcal/mol
Calculated total energy   -1659.97254 hartree

```
73
Properties=species:S:1:pos:R:3:forces:R:3:mulliken_charge:R:1
C 3.84762 -1.84120 0.88789 0.2 0.0 0.3 -2.0271
H 4.22676 0.72661 1.40546 -0.2 0.0 -0.2 0.5550
C 0.26740 -2.46995 0.47932 0.4 0.0 0.1 2.0345
N -1.54639 2.61834 -1.11854 -7.3 3.2 -4.8 0.2062
C 3.02885 -0.54002 -2.36437 0.1 0.0 -0.2 -1.7494
N -3.02253 0.05326 -0.62878 0.3 -0.1 -0.3 0.5157
H -1.40044 -2.63952 1.82377 0.2 0.2 0.0 0.5221
N -1.21535 2.11201 1.57864 -0.6 0.0 1.6 -0.0683
H -4.55780 2.88085 0.77774 0.2 -0.2 -0.1 -0.0475
N -3.89813 0.82517 0.06134 0.3 -0.2 -0.1 -0.1283
H 3.97270 -0.63830 -1.81571 -0.3 0.0 -0.2 0.2706
C 1.10753 -3.61750 1.07318 -0.3 -0.3 0.1 -1.9613
C 3.41058 0.59085 0.67956 0.1 0.2 0.0 -1.5924
H -0.08406 -3.63508 -1.36030 -0.2 0.2 0.2 0.3005
C -4.92004 -1.03375 -0.60824 0.0 -0.3 -0.3 -1.1849
C 0.81422 -1.49431 -2.95418 0.0 0.0 -0.1 -1.4253
Hf -0.02210 2.09031 -0.19297 6.9 -4.3 4.1 -0.0025
H 3.84969 0.64421 -0.32060 -0.1 0.1 0.3 0.2753
H 2.72768 1.44384 0.80194 0.1 -0.3 0.0 0.1474
H 2.65001 0.48653 -2.27423 0.1 -0.2 0.0 0.1723
H 0.15879 -2.37025 -2.92500 0.2 0.2 -0.1 0.2958
H -1.32154 -3.76917 -0.10850 0.1 0.2 -0.1 0.6933
H 2.49431 3.32346 -0.29708 -0.2 0.3 0.2 0.4206
H 0.42623 2.15187 2.95081 -0.1 0.0 0.1 0.5408
P 1.34277 -1.11577 -0.23362 0.1 0.2 -0.2 -0.5207
H -0.11970 -1.60720 2.48066 -0.2 -0.1 -0.3 0.2702
H 4.56325 -1.64366 1.70063 -0.1 -0.1 -0.2 0.5559
H 3.46932 -2.85760 1.03835 0.2 0.3 -0.1 0.3536
H -2.30732 5.15624 -3.07435 0.0 0.0 -0.1 0.4671
C -0.63731 -3.06424 -0.60522 -0.2 -0.2 0.0 -1.7424
N 0.45800 0.20142 -0.45383 -0.7 1.3 0.3 1.6405
C -3.22110 4.04864 -1.39956 0.2 -0.7 0.1 -0.0632
H -3.85640 2.85577 3.29804 0.1 -0.1 0.1 0.4814
C -0.64339 2.25031 2.82066 -1.8 0.2 -0.7 -0.0290
C -0.64995 -1.87840 1.56380 -0.1 -0.1 0.1 -1.2334
C -5.06546 0.15978 0.08222 0.3 0.1 0.1 -0.0919
C -3.61248 -1.06189 -1.08004 -0.6 0.4 0.6 0.0836
C 1.51022 3.59704 0.11207 0.4 0.7 -0.4 -1.4165
H -5.66378 -1.79427 -0.75881 -0.1 0.0 0.0 0.4505
H -1.25180 -2.29421 -1.08867 0.3 -0.2 0.0 -0.1495
C -1.65644 2.56557 3.73297 0.3 -0.1 -0.3 -1.2842
C -2.25662 4.37074 -2.34313 0.6 -0.1 -0.5 -1.1757
C -2.84530 2.61165 3.00614 0.7 -0.3 -0.5 0.0069
N -2.57919 2.30735 1.72340 0.8 0.3 -0.1 -0.0136
C 2.74758 -0.76199 0.97325 0.1 -0.3 -0.2 2.1243
C 2.20911 -0.71142 2.41573 0.2 0.1 0.2 -1.7575
H -2.01078 0.23261 -0.64531 -0.4 -0.1 -0.1 -0.0411
H 1.86211 -3.77285 -1.76995 0.2 0.2 -0.1 0.2930
H 2.99624 -3.12949 -2.97212 -0.1 -0.1 0.3 0.5213
H 1.38001 0.00165 2.52689 0.1 -0.2 -0.1 0.0536
H 4.40756 -1.79739 -0.05466 -0.2 0.0 0.3 0.3291
H -3.08763 -1.76841 -1.70751 -0.1 0.1 0.2 0.6048
H -5.92059 0.57096 0.60594 0.1 0.0 -0.2 0.5010
H -1.17561 -0.99288 1.18956 0.1 -0.1 0.1 0.1130
H 1.90159 -1.69200 2.79425 0.1 0.4 -0.1 0.3323
H 1.15873 4.48521 -0.44225 0.2 0.1 0.1 0.4628
H 3.25347 -0.71824 -3.42625 0.0 0.1 0.3 0.6438
H 3.02482 -0.36602 3.06948 -0.2 -0.1 -0.2 0.5983
C -1.22492 3.45526 -2.18633 -1.5 -0.1 1.0 -0.0946
H 0.40112 -4.40262 1.38310 0.2 0.1 0.0 0.5495
H 1.62175 3.92049 1.15961 0.1 -0.1 -0.2 0.3687
B -3.55283 2.28948 0.49612 0.3 -0.1 0.5 0.0814
N -2.82400 2.98686 -0.69796 1.0 0.2 -0.2 -0.1706
H -1.53395 2.73786 4.78472 0.0 0.1 0.1 0.4713
H 1.67729 -3.32458 1.96159 -0.2 -0.2 -0.3 0.3293
H -0.33007 3.29273 -2.77259 0.1 0.2 0.0 0.5759
H -4.18473 4.47781 -1.19373 -0.1 0.2 0.0 0.4806
C 1.97248 -1.57102 -1.93669 0.0 -0.4 0.3 1.7269
H 1.78534 -4.06363 0.33348 -0.2 0.1 0.3 0.3216
C 2.59289 -2.97747 -1.95933 0.2 0.0 -0.4 -1.6770
H 1.25028 -1.42713 -3.96111 -0.1 -0.1 0.2 0.5099
H 3.42517 -3.08105 -1.25298 -0.3 -0.1 -0.3 0.2870
H 0.20627 -0.59822 -2.78778 0.1 -0.1 -0.1 0.1088
```
Forces are in eV/Å.

=====

[4]
DFT (wB97M-V/def2-TZVPD) results for a 2-piece molecular cluster, C3H3N3O2 overall in a non-equilibrium geometry.

Computed properties:
Energy above the lowest of the compared OMol25 structures with the same formula, charge and spin   216.1 kcal/mol
Calculated total energy   -430.57666 hartree

```
11
Properties=species:S:1:pos:R:3:forces:R:3:mulliken_charge:R:1
N -2.80453 -1.74286 -0.03126 8.2 2.8 -1.0 -0.3959
O 0.48582 -0.53341 -0.36170 2.5 -2.6 0.4 -0.0800
N -1.06871 1.09685 -0.16458 -0.6 -1.7 0.4 -0.2691
H -2.62019 2.33349 0.71765 0.9 -4.6 -3.8 0.3805
C -0.76554 -0.17624 -0.19323 0.1 4.1 -0.4 0.6199
C -1.66371 -1.26033 -0.15981 -9.5 -3.3 1.1 0.3103
H 2.92820 -1.31096 0.56148 -1.1 0.9 -0.2 0.2629
N 1.58283 0.32599 -0.38307 4.7 -1.9 2.7 -0.4377
H 3.63758 0.26053 -0.05839 0.0 0.7 0.2 0.2763
O -2.45013 1.28038 -0.11060 -0.4 4.4 3.6 -0.4566
C 2.73838 -0.27343 0.18352 -4.9 1.2 -3.0 -0.2105
```
Forces are in eV/Å.